Formula: C42H84ClN10
Source: the Open Molecules 2025 dataset
Level of theory: ωB97M-V/def2-TZVPD

XYZ file:
```
137
Properties=species:S:1:pos:R:3:forces:R:3:mulliken_charge:R:1
C 0.06591 -9.47965 -44.98642 -0.958 -1.759 -1.000 -1.498
C 1.58519 -9.67256 -45.05639 -1.518 -0.126 1.251 -0.058
C 2.32689 -8.57378 -45.74583 1.127 1.672 -0.867 0.377
C 2.74738 -8.86785 -47.20046 0.797 0.324 0.205 -0.966
N 3.39955 -7.66786 -47.93339 -0.512 -0.208 0.457 0.663
C 3.97357 -8.07599 -49.26679 0.693 -1.554 0.064 -0.659
C 3.70166 -6.96961 -50.21669 0.610 -0.997 -0.977 -0.649
C 2.32849 -6.48525 -49.83669 0.701 0.623 -0.104 -0.422
C 2.30807 -6.61692 -48.32178 -0.241 -0.072 0.572 -0.337
C 4.42816 -7.01051 -47.07355 -1.135 1.229 0.795 -1.398
H -0.28550 -8.64772 -44.38201 0.217 0.320 -0.316 0.331
H -0.44223 -10.36664 -44.58419 0.544 0.016 0.642 0.446
H -0.43307 -9.56943 -45.95915 0.248 1.028 -0.199 0.375
H 1.85957 -10.66084 -45.42863 -0.099 0.051 -0.158 0.527
H 1.81605 -9.67890 -43.98592 0.742 -0.022 -0.156 -0.362
H 3.20459 -8.32076 -45.13982 0.293 -0.303 -0.323 -0.227
H 1.84397 -7.58824 -45.77317 -0.757 -0.333 0.297 0.255
H 1.95112 -9.14371 -47.88701 -0.191 -0.333 0.302 0.419
H 3.51806 -9.63710 -47.15357 -0.067 -0.156 -0.432 0.471
H 5.02009 -8.36130 -49.14875 0.001 0.221 0.171 0.335
H 3.48902 -8.98352 -49.63697 -0.328 0.056 0.455 0.450
H 4.51740 -6.24420 -50.20490 -0.395 0.356 0.011 0.353
H 3.63950 -7.40051 -51.21808 0.388 0.230 -0.063 0.397
H 2.35422 -5.50076 -50.30754 -1.084 0.284 0.728 0.307
H 1.53947 -7.10044 -50.26281 0.077 0.076 -0.183 0.361
H 2.52515 -5.72797 -47.73351 0.060 0.134 -0.290 0.011
H 1.35582 -7.00981 -47.97020 0.041 0.017 0.049 0.360
H 4.88316 -6.20813 -47.65115 0.472 -0.358 -0.108 0.462
H 5.08948 -7.62588 -46.46810 0.230 -0.626 -0.916 0.419
H 3.87849 -6.50240 -46.27436 -0.069 0.051 -0.105 0.245
C -2.34225 -2.86142 -38.01728 -0.106 -0.135 0.003 -1.384
C -1.71857 -3.92133 -38.96352 -0.752 0.857 0.651 -0.679
C -0.22487 -3.71363 -39.28450 -0.586 -0.436 1.259 -0.239
C 0.31489 -5.11189 -39.49856 1.858 0.409 -1.808 -1.101
N 1.83033 -5.19406 -39.88375 0.875 0.177 0.233 0.882
C 2.23166 -6.68630 -40.03149 -0.600 0.030 -0.113 0.254
C 2.87413 -7.10634 -38.71915 -0.172 -0.097 0.649 -0.474
C 2.67097 -5.90440 -37.78337 -0.032 -0.663 -0.328 -1.027
C 2.77438 -4.76982 -38.76244 -0.864 0.075 0.164 -0.497
C 2.06841 -4.44499 -41.21103 0.117 -1.991 1.652 -0.400
H -2.21094 -1.79419 -38.19725 0.438 -0.114 -0.376 0.315
H -1.95709 -3.10824 -37.02691 -0.045 0.399 0.120 0.378
H -3.42363 -2.98987 -37.96474 0.034 -0.220 -0.045 0.396
H -2.29401 -4.06962 -39.87745 0.006 0.045 -0.017 0.444
H -1.87705 -4.78739 -38.31824 0.362 -0.538 -0.563 0.339
H 0.22138 -3.23027 -38.41115 0.167 -0.096 -0.011 0.341
H -0.11517 -3.02101 -40.11757 0.041 -0.189 -0.171 0.020
H -0.04296 -5.51216 -40.44956 -0.897 -0.308 0.449 0.318
H 0.20842 -5.80033 -38.67080 -0.451 0.087 0.009 0.712
H 2.86648 -6.84788 -40.90192 0.086 0.427 -0.017 -0.492
H 1.29785 -7.22246 -40.20014 0.013 0.008 -0.082 0.217
H 3.94706 -7.29029 -38.77417 -0.052 -0.128 -0.399 0.332
H 2.38318 -8.00374 -38.34609 0.190 -0.036 0.102 0.408
H 3.41929 -5.87261 -36.99623 -0.125 0.144 0.087 0.463
H 1.66903 -5.92671 -37.35836 0.189 0.068 0.386 0.332
H 3.76608 -4.77060 -39.21509 0.047 0.489 0.128 0.373
H 2.44655 -3.84599 -38.28956 0.282 0.333 -0.525 0.433
H 3.08799 -4.07543 -41.15738 -0.148 0.418 -0.251 0.108
H 1.26677 -3.73348 -41.32250 0.178 0.260 -0.234 -0.198
H 2.05778 -5.27994 -41.90662 -0.172 0.563 -0.677 0.384
C 9.25795 -7.96100 -44.54684 -0.600 1.281 0.258 -1.312
C 8.13546 -7.11140 -45.17078 -0.485 -0.992 -0.185 -0.047
N 8.40300 -5.67718 -45.22105 0.804 0.644 -0.984 0.497
C 9.61321 -5.12714 -45.60700 0.127 1.279 1.115 -0.454
C 9.47465 -3.77021 -45.46298 0.351 -0.291 -0.857 -0.558
N 8.16551 -3.51233 -45.17452 -0.954 -0.472 0.298 0.395
C 7.52872 -4.67714 -45.05072 0.095 -0.879 0.926 -0.776
C 7.51809 -2.19432 -45.23087 1.036 0.181 -0.607 -1.113
H 8.96919 -9.00472 -44.61727 0.157 -0.062 0.060 0.378
H 9.33515 -7.63798 -43.50697 0.199 -0.407 0.122 0.256
H 10.22527 -7.79019 -45.01253 -0.043 -0.224 -0.176 0.452
H 7.20076 -7.21145 -44.61328 0.063 -0.084 0.104 0.035
H 7.92920 -7.48004 -46.17767 0.093 0.267 -0.118 0.287
H 10.52437 -5.64503 -45.85393 -0.217 -0.353 0.020 0.435
H 10.15892 -2.95142 -45.62059 0.133 -0.185 -0.150 0.531
H 6.53069 -4.85916 -44.66705 -0.125 0.196 -0.244 0.732
H 8.13936 -1.65712 -45.94846 -0.353 0.332 -0.003 0.415
H 7.56458 -1.64510 -44.29554 -0.154 -0.265 0.209 0.326
H 6.51726 -2.27656 -45.63917 -0.064 -0.079 0.179 0.416
C 6.40429 0.25152 -41.86925 -1.327 -0.007 0.768 -0.981
C 7.46201 -0.49175 -41.08842 0.985 0.720 -0.063 -0.471
N 7.41314 -1.92979 -41.32922 -0.079 -1.339 -0.162 0.269
C 6.29766 -2.77141 -41.20780 1.136 1.280 -0.232 -0.651
C 6.76074 -4.03578 -41.32035 -0.289 -0.269 0.173 -0.702
N 8.13413 -3.97762 -41.49384 -1.024 0.106 -0.302 0.293
C 8.48293 -2.69626 -41.51327 0.316 0.166 0.343 -0.282
C 9.02868 -5.13022 -41.50298 0.455 -0.097 0.500 -0.927
H 5.40188 -0.09787 -41.59061 0.067 -0.367 -0.134 0.157
H 6.49952 0.14368 -42.94668 0.234 0.138 -0.010 0.307
H 6.28726 1.29555 -41.57922 0.771 0.113 -0.186 0.462
H 7.50546 -0.35825 -40.00522 -0.685 0.236 -0.065 0.432
H 8.45801 -0.16089 -41.39599 -0.065 -0.076 -0.183 0.309
H 5.35537 -2.27100 -41.08340 -0.277 -0.529 0.110 0.631
H 6.20404 -4.95880 -41.26805 0.164 -0.100 -0.204 0.692
H 9.50264 -2.34512 -41.57314 -0.038 0.067 -0.044 0.446
H 8.46307 -6.04656 -41.64358 -0.172 0.125 -0.055 0.196
H 9.50634 -5.15927 -40.52343 0.121 -0.220 -0.100 0.476
H 9.79744 -5.05513 -42.26916 -0.104 0.188 -0.067 0.358
C 2.10634 1.98724 -42.60446 0.647 0.127 -0.132 -1.046
C 0.97412 0.95435 -42.73600 0.610 1.527 0.043 -0.271
N 1.41506 -0.09062 -43.66696 -0.323 -0.955 -0.424 0.229
C 1.78737 0.06378 -44.97472 -0.218 0.759 -0.796 -0.513
C 2.22819 -1.12188 -45.46660 0.832 0.184 1.735 -0.455
N 2.22662 -1.98802 -44.35903 -0.867 -0.688 -1.920 0.400
C 1.60969 -1.37009 -43.35415 0.175 0.279 0.271 -0.125
C 2.56198 -3.42007 -44.46542 -0.011 -0.626 2.091 -0.804
H 3.05484 1.61681 -42.20980 -0.230 -0.329 0.306 0.165
H 1.83241 2.87413 -42.03561 -0.291 -0.236 0.188 0.401
H 2.38465 2.37630 -43.58709 -0.300 -0.049 -0.110 0.374
H 0.15287 1.55963 -43.11767 -0.381 -0.705 -0.334 0.292
H 0.66298 0.48879 -41.80554 0.120 -0.057 0.030 0.290
H 1.66343 1.01005 -45.47715 0.094 -0.022 -0.003 0.479
H 2.73251 -1.37490 -46.38121 -0.248 -0.016 -0.138 0.459
H 1.18335 -1.80967 -42.47118 0.419 -0.160 0.190 0.350
H 2.59836 -3.88300 -45.44384 -0.093 0.747 -0.327 0.168
H 1.86271 -4.00402 -43.86540 -0.490 0.161 -0.357 0.290
H 3.47114 -3.65726 -43.90536 0.385 0.352 -0.493 0.328
C 3.09100 -13.90283 -39.64929 -0.907 0.058 0.369 -1.250
C 2.57364 -12.46863 -39.34828 0.175 -0.910 0.539 -0.237
N 3.23087 -11.40996 -40.11100 0.464 0.299 -1.763 0.164
C 2.64688 -10.39506 -40.84452 -0.165 0.703 0.101 -0.847
C 3.63570 -9.68583 -41.47090 -0.465 -0.648 0.248 0.068
N 4.81395 -10.30357 -41.12962 -0.317 0.219 -0.405 0.309
C 4.52776 -11.38301 -40.39902 0.736 0.094 0.499 -0.387
C 6.09835 -9.84712 -41.64910 0.840 -0.518 -0.282 -0.921
H 3.70376 -13.99785 -40.54221 0.093 0.091 0.050 0.448
H 2.19204 -14.50015 -39.80278 0.127 -0.117 -0.265 0.354
H 3.54397 -14.37429 -38.78018 0.450 0.269 -0.100 0.315
H 2.73645 -12.21329 -38.30165 -0.215 -0.111 0.037 0.302
H 1.50820 -12.46334 -39.55694 0.022 0.504 -0.071 0.355
H 1.58392 -10.22019 -40.84683 -0.002 -0.177 0.047 0.535
H 3.64266 -8.91524 -42.23166 -0.185 0.206 0.377 0.242
H 5.24192 -12.15021 -40.14353 0.021 0.145 0.338 0.508
H 6.06586 -8.83148 -42.03969 -0.669 0.003 0.111 0.174
H 6.39206 -10.50153 -42.46946 0.125 -0.031 0.064 0.400
H 6.87812 -9.85212 -40.89002 -0.171 -0.281 0.160 0.381
Cl 4.48591 -6.43092 -43.19963 0.193 0.210 -0.007 -0.776
```
Positions in Å, forces in eV/Å.

- Kohn-Sham gap (eV) = 9.594
- highest occupied orbital energy (eV) = -19.8
- relative energy (zero: lowest compared OMol25 entry of this formula, charge and spin) (kcal/mol) = 62.8
- charge = +5